Record 1
Computed, not measured: one molecule with the formula C5H11NOS, with ωB97M-V/def2-TZVPD.

```
19
Properties=species:S:1:pos:R:3:forces:R:3:nbo_charge:R:1
C -0.559 0.011 1.732 2.37 0.85 1.43 -0.66
C -0.580 -0.482 0.257 -1.92 1.83 0.06 -0.03
C -0.492 0.756 -0.723 1.77 -0.20 2.18 -0.40
C 0.853 1.633 -0.550 -1.17 -2.55 2.27 -0.59
S 1.694 2.248 -1.965 0.66 0.00 -0.60 0.01
N 0.343 -1.563 0.049 -3.80 0.09 -0.94 -0.63
C -0.077 -2.743 -0.493 0.75 0.18 0.19 0.53
O 0.632 -3.690 -0.657 1.20 -1.15 -0.15 -0.59
H -1.120 -0.719 2.256 -1.09 -0.19 0.93 0.22
H 0.439 -0.127 2.271 -0.64 -0.02 -1.21 0.21
H -0.748 1.099 2.082 -0.53 -1.75 -1.31 0.23
H -1.645 -0.906 0.133 1.64 0.54 -0.12 0.20
H -0.685 0.420 -1.692 0.02 -0.33 -1.76 0.21
H -1.288 1.409 -0.402 -0.51 0.18 -0.16 0.20
H 1.524 1.133 0.251 -0.32 0.20 -1.98 0.22
H 0.521 2.374 0.125 -0.26 1.66 0.20 0.23
H 1.047 3.407 -2.162 -0.16 -0.12 0.22 0.12
H 1.251 -1.398 0.292 2.83 -0.07 0.57 0.40
H -1.107 -2.862 -0.804 -0.83 0.86 0.16 0.12
```
Forces are in eV/Å.

Properties
**E_LUMO**: 0.7 eV
**Kohn-Sham gap**: 9.92 eV
**Charge**: 0
**Multiplicity**: 1
**Maximum force**: 3.91 eV/A
**SMILES**: C[C@@H](CCS)NC=O
**Energy relative to the best compared isomer or geometry (same formula, charge and spin)**: 192.9 kJ/mol

---

Record 2
Computed, not measured: one molecule with the formula C5H11NOS, with ωB97M-V/def2-TZVPD.

```
19
Properties=species:S:1:pos:R:3:forces:R:3:nbo_charge:R:1
C 1.029 -0.929 -1.017 1.11 -2.19 -1.72 -0.45
C 0.423 -0.459 0.164 -1.50 2.63 2.18 -0.18
C -0.121 -0.016 -1.322 2.30 1.16 2.43 -0.44
C -1.587 -0.346 1.765 -1.46 -2.91 -1.22 -0.61
C -0.506 -1.254 1.103 2.24 1.30 1.83 -0.39
N 1.411 2.133 -0.724 -2.46 0.79 -0.97 -1.01
O -1.095 2.466 -1.465 0.68 -0.14 -0.07 -0.94
S 0.158 1.803 -1.870 -0.46 -1.44 1.02 1.38
H 2.040 -0.614 -1.220 0.19 0.20 -0.25 0.22
H 0.930 -2.011 -1.133 -0.12 0.23 -0.70 0.22
H 1.036 0.306 0.740 -1.27 -1.06 -0.52 0.19
H -1.053 -0.443 -1.571 -0.89 -0.07 -0.45 0.24
H -2.207 -1.025 2.517 1.35 1.93 -1.25 0.21
H -2.249 -0.169 0.868 0.22 0.34 1.22 0.21
H -1.208 0.602 2.103 0.04 0.14 0.58 0.22
H -0.957 -1.998 0.551 -1.30 -1.64 -1.33 0.20
H 0.113 -1.852 1.866 -0.59 1.14 -0.87 0.20
H 1.630 1.355 -0.188 0.43 -1.29 1.22 0.36
H 2.215 2.451 -1.168 1.52 0.87 -1.13 0.37
```
Forces are in eV/Å.

Properties
**E_LUMO**: 0.7 eV
**Kohn-Sham gap**: 9.86 eV
**Charge**: 0
**Multiplicity**: 1
**Maximum force**: 3.74 eV/A
**Energy relative to the best compared isomer or geometry (same formula, charge and spin)**: 365.0 kJ/mol

---

Record 3
Computed, not measured: a 2-piece molecular cluster, C5H11NOS overall, with ωB97M-V/def2-TZVPD.

```
19
Properties=species:S:1:pos:R:3:forces:R:3:nbo_charge:R:1
C -1.040 -0.928 1.100 0.25 -0.40 1.90 -0.43
C -1.524 -0.161 0.105 0.38 -1.34 1.60 0.02
C -1.803 -0.731 -1.269 -0.64 -0.75 1.53 -0.65
C -1.843 1.274 0.315 1.03 0.08 -3.19 -0.65
H -0.859 -0.640 2.199 -0.52 0.57 -1.92 0.20
H -0.750 -1.994 1.113 -0.38 0.48 -1.13 0.20
H -2.906 -0.982 -1.315 1.30 -0.42 0.01 0.22
H -1.690 -0.014 -2.032 0.52 1.02 -0.95 0.21
H -1.066 -1.542 -1.387 -0.92 -0.08 -0.43 0.23
H -1.759 1.636 1.304 -0.03 0.24 1.02 0.22
H -1.022 1.792 -0.370 -2.05 -0.36 1.27 0.22
H -2.859 1.358 -0.120 0.53 0.84 0.30 0.22
C 3.209 -1.060 -0.427 1.93 -0.24 0.29 -0.10
N 2.075 -0.583 -0.219 -0.93 -0.25 -0.33 -0.61
S 1.343 0.775 0.186 0.42 0.77 0.44 0.78
O 2.347 2.142 0.433 -0.36 -0.94 -1.86 -0.88
H 3.459 -2.099 -0.757 -0.97 0.77 0.27 0.18
H 4.092 -0.465 -0.193 0.15 0.12 -0.24 0.15
H 2.597 2.221 1.334 0.30 -0.12 1.44 0.48
```
Forces are in eV/Å.

Properties
**E_LUMO**: 0.5 eV
**Kohn-Sham gap**: 9.05 eV
**Charge**: 0
**Multiplicity**: 1
**Maximum force**: 3.36 eV/A
**SMILES**: C=C(C)C.C=NSO
**Energy relative to the best compared isomer or geometry (same formula, charge and spin)**: 374.8 kJ/mol

---

Record 4
Computed, not measured: one molecule with the formula C5H11NOS, with ωB97M-V/def2-TZVPD.

```
19
Properties=species:S:1:pos:R:3:forces:R:3:nbo_charge:R:1
O -1.184 -3.748 -1.080 -0.66 -0.41 0.47 -0.51
C -1.184 -2.920 -0.199 0.66 -0.07 -2.32 0.40
C 0.095 -2.319 0.195 2.07 3.11 4.72 -0.34
N -0.193 -0.773 0.586 0.14 -3.40 -2.24 -0.68
C 0.138 -0.106 -0.715 -0.34 1.93 2.11 -0.23
C -0.308 1.375 -0.493 -1.63 -1.53 -1.32 -0.45
C 0.264 2.187 0.614 2.42 0.41 1.50 -0.48
S 1.821 3.031 -0.025 -0.27 -0.85 -0.32 -0.09
H -2.078 -2.372 0.093 -0.52 -0.19 0.67 0.14
H 0.539 -2.699 1.208 -0.93 -0.08 -1.91 0.23
H 0.918 -2.329 -0.557 -0.93 -0.42 0.41 0.22
H 0.188 -0.461 1.510 0.16 -0.36 -1.90 0.39
H 1.246 -0.261 -0.956 -1.49 0.41 -0.18 0.19
H -0.586 -0.373 -1.559 1.30 -0.63 1.24 0.21
H -0.283 1.763 -1.534 0.18 0.86 0.96 0.23
H -1.407 1.294 -0.220 1.05 -0.15 -0.55 0.22
H -0.431 2.991 0.870 0.20 -0.30 0.28 0.23
H 0.622 1.578 1.577 -1.22 1.28 -2.13 0.21
H 1.826 4.142 0.684 -0.19 0.39 0.50 0.12
```
Forces are in eV/Å.

Properties
**E_LUMO**: 0.7 eV
**Kohn-Sham gap**: 9.83 eV
**Charge**: 0
**Multiplicity**: 1
**Maximum force**: 6.02 eV/A
**SMILES**: O=CCNCCCS
**Energy relative to the best compared isomer or geometry (same formula, charge and spin)**: 332.6 kJ/mol

---

Record 5
Computed, not measured: one molecule with the formula C5H11NOS, with ωB97M-V/def2-TZVPD.

```
19
Properties=species:S:1:pos:R:3:forces:R:3:nbo_charge:R:1
C -2.246 -1.076 -0.043 1.37 -0.04 -0.90 -0.24
O -1.345 -0.001 0.216 0.78 0.11 -0.15 -0.56
C -0.185 0.111 -0.661 -0.23 0.30 -0.54 0.07
C 0.277 1.613 -0.705 -1.20 -1.48 1.19 -0.23
N 0.698 2.053 0.621 -0.07 1.25 -1.24 -0.85
C 0.838 -0.914 -0.241 -0.31 -0.72 -1.64 -0.28
C 1.519 -0.847 1.004 0.76 0.55 1.39 -0.47
S 2.681 -0.585 -0.403 -1.07 -0.32 0.35 0.03
H -1.818 -2.086 0.028 0.39 0.25 0.10 0.16
H -3.007 -1.039 0.696 -0.85 0.34 0.41 0.20
H -2.603 -0.976 -1.068 -0.50 0.00 0.00 0.17
H -0.465 -0.203 -1.670 -0.36 0.25 -0.18 0.17
H -0.593 2.145 -1.125 0.19 0.19 0.69 0.20
H 1.050 1.784 -1.419 0.78 -0.27 -0.39 0.21
H 1.638 1.800 0.879 -0.14 -0.07 -0.18 0.37
H 0.014 1.854 1.312 -0.33 -0.22 0.60 0.37
H 0.568 -1.929 -0.622 0.43 0.84 0.49 0.23
H 1.387 0.037 1.622 -0.06 -0.34 -0.18 0.23
H 1.593 -1.740 1.581 0.43 -0.63 0.19 0.22
```
Forces are in eV/Å.

Properties
**E_LUMO**: 0.9 eV
**Kohn-Sham gap**: 9.66 eV
**Charge**: 0
**Multiplicity**: 1
**Maximum force**: 2.25 eV/A
**SMILES**: CO[C@@H](CN)[C@@H]1CS1
**Energy relative to the best compared isomer or geometry (same formula, charge and spin)**: 235.9 kJ/mol

---

Record 6
Computed, not measured: one molecule with the formula C5H11NOS, with ωB97M-V/def2-TZVPD.

```
19
Properties=species:S:1:pos:R:3:forces:R:3:nbo_charge:R:1
C 1.463 -0.540 0.258 -0.12 -0.02 -0.21 -0.45
C 0.865 -1.243 1.455 -0.42 0.39 0.01 -0.59
C 0.293 -0.043 -0.589 -1.31 1.16 2.08 -0.02
C -0.737 0.694 0.524 1.48 -1.82 -1.45 -0.41
C -2.186 0.537 0.145 -0.04 0.12 0.09 -0.63
N 0.585 0.899 -1.633 0.07 0.11 -0.34 -0.83
O 0.391 0.938 2.912 0.68 0.87 0.84 -0.99
S -0.382 -0.068 2.179 -0.08 -0.68 -1.22 1.24
H 2.057 0.314 0.596 0.01 -0.01 -0.05 0.22
H 2.112 -1.206 -0.317 0.05 0.03 0.02 0.22
H 0.317 -2.138 1.165 -0.03 -0.16 0.00 0.21
H 1.590 -1.480 2.228 -0.12 -0.01 0.18 0.24
H -0.259 -0.882 -1.020 0.01 -0.02 0.04 0.19
H -0.438 1.737 0.607 0.10 0.03 0.20 0.24
H -2.468 -0.515 0.135 -0.09 -0.07 -0.03 0.20
H -2.361 0.954 -0.844 -0.03 0.02 -0.09 0.23
H -2.822 1.055 0.863 -0.14 0.00 -0.04 0.22
H 1.184 1.643 -1.291 -0.01 -0.04 -0.05 0.36
H 1.058 0.445 -2.407 -0.01 0.10 0.01 0.36
```
Forces are in eV/Å.

Properties
**E_LUMO**: 0.9 eV
**Kohn-Sham gap**: 9.63 eV
**Charge**: 0
**Multiplicity**: 1
**Maximum force**: 2.75 eV/A
**Energy relative to the best compared isomer or geometry (same formula, charge and spin)**: 154.9 kJ/mol

---

Record 7
Computed, not measured: one molecule with the formula C5H11NOS, with ωB97M-V/def2-TZVPD.

```
19
Properties=species:S:1:pos:R:3:forces:R:3:nbo_charge:R:1
C 1.693 -1.169 -0.408 -0.67 0.36 1.44 -0.54
C 0.645 -0.402 -1.177 -0.98 -2.96 2.30 -0.51
C 2.692 -0.181 0.123 1.20 -4.31 0.85 0.18
C -1.467 0.834 -0.187 1.10 0.44 -0.36 -0.55
C -2.873 1.211 -0.080 -0.60 1.91 -0.91 -0.64
N 2.501 1.024 0.071 -3.09 1.24 -1.80 -0.65
O -0.696 -2.010 0.898 0.15 -0.27 -0.88 -0.99
S -1.092 -0.730 -0.483 1.21 1.82 -0.22 0.91
H 1.207 -1.671 0.478 0.46 0.57 -0.60 0.29
H 2.169 -1.959 -0.901 0.85 -1.15 -1.10 0.22
H 1.039 0.543 -1.124 -0.65 2.88 0.27 0.26
H 0.475 -0.625 -2.167 0.00 -0.96 -2.27 0.22
H 3.603 -0.629 0.640 -0.92 0.40 -0.60 0.15
H -0.788 1.667 0.097 0.27 -1.27 -0.32 0.22
H -3.292 1.892 -0.908 0.99 -0.87 0.98 0.21
H -3.042 1.722 0.852 -0.52 0.05 0.48 0.21
H -3.373 0.307 -0.153 -1.88 -1.50 0.18 0.21
H -0.583 -2.869 0.415 -0.33 0.93 0.55 0.45
H 3.226 1.453 0.472 3.42 2.70 2.01 0.34
```
Forces are in eV/Å.

Properties
**E_LUMO**: 0.8 eV
**Kohn-Sham gap**: 8.80 eV
**Charge**: 0
**Multiplicity**: 1
**Maximum force**: 4.80 eV/A
**Energy relative to the best compared isomer or geometry (same formula, charge and spin)**: 492.2 kJ/mol

---

Q: What is the formula in the fourth record?
A: C5H11NOS

---

Repeat the first record exactly.
Computed, not measured: one molecule with the formula C5H11NOS, with ωB97M-V/def2-TZVPD.

```
19
Properties=species:S:1:pos:R:3:forces:R:3:nbo_charge:R:1
C -0.559 0.011 1.732 2.37 0.85 1.43 -0.66
C -0.580 -0.482 0.257 -1.92 1.83 0.06 -0.03
C -0.492 0.756 -0.723 1.77 -0.20 2.18 -0.40
C 0.853 1.633 -0.550 -1.17 -2.55 2.27 -0.59
S 1.694 2.248 -1.965 0.66 0.00 -0.60 0.01
N 0.343 -1.563 0.049 -3.80 0.09 -0.94 -0.63
C -0.077 -2.743 -0.493 0.75 0.18 0.19 0.53
O 0.632 -3.690 -0.657 1.20 -1.15 -0.15 -0.59
H -1.120 -0.719 2.256 -1.09 -0.19 0.93 0.22
H 0.439 -0.127 2.271 -0.64 -0.02 -1.21 0.21
H -0.748 1.099 2.082 -0.53 -1.75 -1.31 0.23
H -1.645 -0.906 0.133 1.64 0.54 -0.12 0.20
H -0.685 0.420 -1.692 0.02 -0.33 -1.76 0.21
H -1.288 1.409 -0.402 -0.51 0.18 -0.16 0.20
H 1.524 1.133 0.251 -0.32 0.20 -1.98 0.22
H 0.521 2.374 0.125 -0.26 1.66 0.20 0.23
H 1.047 3.407 -2.162 -0.16 -0.12 0.22 0.12
H 1.251 -1.398 0.292 2.83 -0.07 0.57 0.40
H -1.107 -2.862 -0.804 -0.83 0.86 0.16 0.12
```
Forces are in eV/Å.

Properties
**E_LUMO**: 0.7 eV
**Kohn-Sham gap**: 9.92 eV
**Charge**: 0
**Multiplicity**: 1
**Maximum force**: 3.91 eV/A
**SMILES**: C[C@@H](CCS)NC=O
**Energy relative to the best compared isomer or geometry (same formula, charge and spin)**: 192.9 kJ/mol